Here is a structure of composition C28H45CaN4OSi3 from OMol25. Energies are from the ωB97M-V functional and the def2-TZVPD basis.

```
82
Properties=species:S:1:pos:R:3:lowdin_charge:R:1
Ca 0.031 0.491 -0.158 1.3256
C 2.146 3.310 -0.701 -0.1337
N 0.895 3.119 0.033 -0.2048
C -0.086 4.117 -0.393 -0.1247
C -1.502 3.741 -0.043 -0.2709
C -2.411 4.719 0.330 -0.0098
C -3.715 4.354 0.619 -0.0360
C -4.056 3.014 0.544 -0.0312
C -3.083 2.105 0.163 -0.1164
N -1.830 2.450 -0.147 0.0626
C 1.166 3.214 1.479 -0.1158
C 0.074 2.656 2.359 -0.2680
C -0.482 3.404 3.383 -0.0014
C -1.438 2.822 4.205 -0.0284
C -1.805 1.508 3.976 -0.0289
C -1.205 0.832 2.926 -0.1100
N -0.288 1.385 2.132 0.0128
C 3.098 2.154 -0.521 -0.2745
C 4.458 2.321 -0.734 -0.0025
C 5.300 1.232 -0.586 -0.0267
C 4.757 0.012 -0.215 -0.0244
C 3.391 -0.065 -0.023 -0.1328
N 2.566 0.979 -0.175 0.0316
H 2.649 4.242 -0.407 0.1391
H 1.909 3.406 -1.764 0.1366
H -0.021 4.217 -1.480 0.1361
H 0.143 5.105 0.028 0.1337
H -2.092 5.751 0.400 0.1206
H -4.444 5.098 0.911 0.1180
H -5.053 2.670 0.776 0.1146
H -3.298 1.051 0.118 0.0774
H 1.373 4.256 1.761 0.1345
H 2.068 2.638 1.686 0.1297
H -0.168 4.428 3.533 0.1218
H -1.885 3.389 5.011 0.1192
H -2.541 1.009 4.590 0.1163
H -1.473 -0.196 2.711 0.0910
H 4.844 3.293 -1.008 0.1230
H 6.365 1.336 -0.751 0.1196
H 5.371 -0.867 -0.079 0.1179
H 2.929 -1.006 0.257 0.0523
C -3.803 -0.782 -1.367 -0.1499
O -2.471 -0.796 -0.871 -0.3739
Si -1.751 -2.253 -0.337 0.2696
C -2.345 -2.456 1.450 -0.1532
C -2.536 -3.682 -1.272 -0.1541
C 0.025 -1.932 -0.587 -0.5741
Si 0.421 -2.019 -2.403 0.3478
C 0.734 -3.756 -3.049 -0.1584
C -0.924 -1.243 -3.486 -0.1749
C 1.925 -0.965 -2.887 -0.1799
Si 1.099 -2.959 0.523 0.3663
C 0.392 -4.649 0.970 -0.1754
C 2.819 -3.364 -0.188 -0.1847
C 1.426 -2.067 2.172 -0.1834
H -3.984 -1.620 -2.042 0.0765
H -3.964 0.140 -1.926 0.0881
H -4.534 -0.834 -0.552 0.0907
H -3.183 -1.778 1.643 0.0331
H -1.576 -2.269 2.200 -0.0012
H -2.715 -3.468 1.625 0.0380
H -3.577 -3.838 -0.978 0.0425
H -1.989 -4.592 -1.014 0.0359
H -2.502 -3.579 -2.358 0.0268
H -0.138 -4.395 -2.890 0.0274
H 1.583 -4.230 -2.553 0.0221
H 0.944 -3.741 -4.121 0.0379
H -1.877 -1.774 -3.462 0.0178
H -0.574 -1.242 -4.521 0.0398
H -1.137 -0.203 -3.213 0.0278
H 2.863 -1.263 -2.416 0.0105
H 1.784 0.103 -2.677 0.0124
H 2.062 -1.043 -3.969 0.0403
H 0.307 -5.270 0.074 0.0346
H -0.588 -4.613 1.447 0.0166
H 1.069 -5.163 1.658 0.0386
H 3.032 -2.934 -1.169 0.0046
H 2.904 -4.448 -0.292 0.0379
H 3.617 -3.055 0.494 0.0292
H 0.548 -2.077 2.823 0.0158
H 1.724 -1.018 2.052 0.0025
H 2.231 -2.562 2.722 0.0386
```

Properties
- Frontier orbital gap: 7.4 eV
- Total energy: -2934.3553 Eh
- Charge: +1
- Max |F|: 0.65 eV/Å
- HOMO energy: -10.1 eV
- E_LUMO: -2.68 eV